Record 1
{
  "formula": "C55H44O2P2S2W",
  "method": "ωB97M-V with the def2-TZVPD basis set",
  "species": ["W", "O", "S", "C", "C", "C", "C", "C", "C", "C", "C", "C", "C", "P", "C", "C", "C", "C", "C", "C", "C", "C", "C", "C", "C", "C", "C", "C", "C", "C", "C", "C", "C", "C", "C", "C", "C", "C", "P", "C", "C", "C", "C", "C", "C", "C", "C", "C", "C", "C", "C", "C", "C", "H", "H", "H", "H", "H", "H", "H", "H", "H", "H", "H", "H", "H", "H", "H", "H", "H", "H", "H", "H", "H", "H", "H", "H", "H", "H", "H", "H", "H", "H", "H", "H", "H", "H", "H", "H", "C", "S", "O", "C", "C", "C", "C", "C", "C", "H", "H", "H", "H", "H", "H", "H", "H"],
  "positions_angstrom": [[0.65015, -0.81861, -0.23745], [-2.01817, -1.38165, 0.96347], [-1.55334, -0.06165, 0.45905], [-2.51194, 0.42763, -0.89071], [-3.82015, -0.03355, -0.85946], [-4.76366, 0.37558, -1.81328], [-4.36054, 1.25921, -2.78201], [-5.12862, 1.90910, -3.90585], [-4.08674, 2.78886, -4.64804], [-2.80058, 2.58965, -3.88687], [-1.54810, 3.11718, -4.07197], [-0.52956, 2.71943, -3.19442], [-0.73133, 1.84639, -2.12996], [0.73500, 1.47635, -1.18737], [2.04862, 1.03654, -2.32460], [1.98476, -0.27998, -2.80916], [2.96199, -0.77351, -3.66570], [3.98906, 0.06517, -4.07295], [4.02824, 1.38814, -3.63966], [3.07152, 1.87770, -2.76112], [1.15060, 2.91114, -0.19914], [0.09952, 3.73229, 0.21951], [0.36424, 4.87181, 0.96183], [1.67490, 5.20721, 1.27702], [2.72700, 4.40335, 0.84894], [2.46843, 3.25492, 0.11951], [-2.02937, 1.30964, -1.90206], [-3.01909, 1.70000, -2.81601], [-1.69489, 1.15114, 1.67046], [-2.65187, 2.14940, 1.52299], [-2.90786, 3.08669, 2.53202], [-2.19081, 2.99883, 3.69997], [-2.26182, 3.80684, 4.96930], [-1.15885, 3.21302, 5.88684], [-0.57693, 2.06761, 5.09674], [0.39580, 1.15078, 5.41214], [0.71431, 0.17470, 4.45951], [0.09891, 0.10383, 3.21236], [0.62174, -1.21236, 2.15556], [0.47636, -2.84099, 2.85519], [1.50154, -3.29915, 3.70001], [1.33077, -4.48239, 4.39708], [0.15222, -5.20901, 4.25715], [-0.86182, -4.75524, 3.42439], [-0.71427, -3.56856, 2.72251], [2.32698, -0.92632, 1.64965], [3.21937, -1.99643, 1.35838], [4.51997, -1.73969, 0.99087], [4.97060, -0.41882, 0.90187], [4.11143, 0.63588, 1.15179], [2.78298, 0.40025, 1.50584], [-0.90960, 1.03883, 2.86396], [-1.20714, 1.99611, 3.83976], [-4.11966, -0.71497, -0.07274], [-5.77836, 0.00424, -1.75923], [-5.95563, 2.49832, -3.50788], [-5.57638, 1.15751, -4.55636], [-4.36809, 3.84217, -4.65809], [-3.96786, 2.49476, -5.69120], [-1.32693, 3.80749, -4.87534], [0.46422, 3.12239, -3.36896], [1.08758, -0.88465, -2.67265], [2.89700, -1.78049, -4.05786], [4.74133, -0.29771, -4.76127], [4.80786, 2.04746, -3.99879], [3.12073, 2.90987, -2.44521], [-0.91745, 3.50999, -0.06884], [-0.44973, 5.51605, 1.26751], [1.88148, 6.11008, 1.83702], [3.74795, 4.68621, 1.07040], [3.29100, 2.64468, -0.21844], [-3.23013, 2.20546, 0.61080], [-3.67575, 3.83460, 2.38441], [-3.25386, 3.70882, 5.41401], [-2.12190, 4.87010, 4.77243], [-1.55750, 2.86470, 6.83981], [-0.38679, 3.94477, 6.12793], [0.90599, 1.15817, 6.36615], [1.47203, -0.55723, 4.72275], [2.41874, -2.73877, 3.83334], [2.11212, -4.83557, 5.05668], [0.02318, -6.13032, 4.81056], [-1.77936, -5.32102, 3.33220], [-1.51751, -3.20704, 2.10149], [2.88729, -3.01853, 1.48534], [5.20465, -2.55841, 0.80989], [6.00800, -0.22178, 0.66170], [4.48797, 1.64806, 1.12895], [2.14776, 1.22703, 1.80229], [1.48282, -3.30087, -1.11910], [-0.34544, -3.32930, -1.09158], [-0.57202, -1.81426, -1.57133], [-0.61676, -4.39703, -2.44883], [-0.75949, -5.74395, -2.12510], [-0.90661, -6.63962, -3.17409], [-0.94420, -6.17471, -4.48327], [-0.83200, -4.81619, -4.77074], [-0.65655, -3.89851, -3.74879], [1.79737, -3.36111, -2.15918], [1.84668, -4.14294, -0.53080], [1.97310, -2.39482, -0.68041], [-0.76811, -6.09013, -1.09784], [-1.01457, -7.69539, -2.96683], [-1.07696, -6.87919, -5.29373], [-0.88827, -4.47305, -5.79494], [-0.58294, -2.83868, -3.95411]],
  "forces_ev_per_angstrom": [[-0.274, 0.825, -0.061], [0.021, 0.620, -0.116], [0.056, -1.347, 0.104], [-0.093, 0.141, -0.145], [-0.052, 0.077, -0.201], [0.008, -0.105, 0.117], [-0.102, 0.140, -0.196], [0.151, -0.013, 0.072], [0.056, -0.089, 0.122], [-0.220, 0.011, -0.065], [0.170, 0.007, 0.028], [-0.041, 0.093, -0.186], [-0.079, -0.104, -0.042], [-0.042, 0.271, 0.161], [0.062, 0.047, -0.163], [-0.001, -0.115, 0.042], [0.048, 0.089, 0.024], [0.023, -0.017, -0.028], [0.001, -0.013, 0.011], [0.087, -0.094, 0.096], [-0.044, 0.024, 0.012], [0.040, 0.067, -0.024], [0.030, -0.005, 0.010], [-0.009, 0.004, 0.000], [-0.036, -0.028, -0.012], [-0.034, 0.073, 0.042], [-0.092, -0.072, 0.114], [-0.063, 0.025, -0.066], [0.128, 0.307, 0.192], [0.056, 0.039, 0.207], [-0.071, -0.022, -0.110], [0.016, 0.112, 0.186], [0.057, -0.127, -0.050], [-0.012, -0.078, -0.153], [-0.114, 0.184, 0.103], [0.113, -0.119, -0.018], [-0.003, 0.085, 0.166], [-0.127, 0.024, 0.029], [0.157, -0.024, 0.046], [-0.090, -0.101, -0.018], [-0.070, -0.062, 0.061], [0.001, 0.025, -0.032], [0.015, -0.018, 0.021], [-0.001, 0.011, -0.031], [0.133, -0.075, 0.058], [0.174, -0.026, -0.280], [-0.052, 0.068, 0.029], [0.038, 0.015, -0.023], [0.034, -0.007, -0.004], [-0.048, -0.014, 0.000], [0.158, -0.059, 0.117], [-0.122, 0.091, -0.194], [-0.020, 0.078, 0.037], [0.016, 0.004, 0.010], [0.008, 0.005, 0.004], [-0.005, 0.015, 0.008], [0.011, -0.021, -0.009], [-0.002, 0.019, 0.011], [0.012, -0.015, -0.014], [-0.005, 0.000, 0.017], [-0.036, -0.032, 0.025], [-0.073, 0.062, -0.021], [-0.003, 0.003, -0.002], [0.002, 0.009, 0.013], [-0.009, -0.005, -0.008], [-0.019, 0.031, 0.033], [-0.048, -0.014, -0.013], [0.006, -0.007, -0.005], [0.004, -0.007, -0.007], [-0.006, -0.004, -0.003], [-0.010, 0.015, -0.064], [-0.004, -0.025, -0.009], [0.009, -0.002, 0.008], [-0.010, -0.001, 0.001], [0.024, 0.005, -0.008], [-0.010, -0.019, 0.006], [0.019, 0.007, -0.009], [-0.013, -0.004, -0.001], [-0.031, 0.009, -0.026], [-0.009, 0.025, -0.003], [0.000, 0.005, -0.005], [0.001, 0.010, -0.009], [0.002, 0.010, 0.004], [-0.048, 0.053, -0.031], [-0.010, -0.006, 0.006], [-0.006, 0.005, 0.007], [-0.009, -0.008, 0.000], [0.020, -0.008, 0.015], [-0.027, -0.005, -0.029], [-0.110, -0.193, -0.025], [0.160, -0.117, -0.039], [0.366, -0.414, 0.458], [-0.208, 0.350, -0.146], [-0.115, 0.013, -0.049], [0.005, 0.015, -0.004], [-0.002, -0.027, 0.009], [0.005, 0.076, -0.011], [0.059, -0.230, -0.042], [0.051, 0.003, -0.002], [0.027, -0.031, -0.046], [0.097, -0.397, -0.008], [-0.003, 0.027, -0.002], [0.007, 0.002, -0.001], [-0.004, 0.000, 0.004], [-0.001, -0.018, 0.001], [0.001, 0.014, 0.020]],
  "gap_ev": [5.94, 5.44],
  "s_squared": 2.029,
  "de_lowest_kj_mol": 102.7,
  "charge": 4,
  "multiplicity": 3
}

=====

Record 2
{
  "formula": "C55H45AuCl2NO3P2S",
  "method": "ωB97M-V with the def2-TZVPD basis set",
  "species": ["Au", "O", "C", "C", "C", "C", "C", "C", "P", "C", "C", "C", "C", "C", "C", "C", "C", "C", "C", "C", "C", "C", "C", "C", "C", "C", "C", "P", "C", "C", "C", "C", "C", "C", "C", "C", "C", "C", "C", "C", "H", "H", "H", "H", "H", "H", "H", "H", "H", "H", "H", "H", "H", "H", "H", "H", "H", "H", "H", "H", "H", "H", "H", "H", "H", "H", "H", "H", "C", "C", "C", "C", "C", "C", "C", "C", "S", "C", "N", "C", "C", "C", "C", "C", "C", "C", "C", "H", "H", "H", "H", "H", "H", "H", "H", "H", "H", "H", "H", "H", "H", "H", "H", "Cl", "C", "Cl", "C", "O", "O", "H"],
  "positions_angstrom": [[0.23234, 0.40788, -0.46602], [2.41980, 0.22929, 1.45757], [3.65865, 0.73783, 1.14008], [4.57953, 1.19928, 2.07434], [5.80591, 1.68350, 1.65248], [6.11539, 1.73993, 0.30314], [5.17442, 1.34849, -0.63123], [3.93979, 0.84299, -0.23010], [2.64770, 0.39976, -1.43659], [3.04615, 1.43669, -2.89738], [4.09407, 1.06955, -3.74767], [4.43660, 1.87574, -4.81959], [3.72270, 3.03819, -5.07657], [2.66393, 3.39195, -4.25718], [2.33132, 2.59775, -3.16912], [3.13789, -1.18919, -2.13688], [2.52797, -1.55045, -3.33967], [3.04648, -2.59004, -4.08599], [4.15169, -3.29255, -3.62024], [4.70470, -2.98457, -2.38913], [4.20093, -1.92902, -1.64020], [2.06849, -0.07494, 2.75468], [2.86373, -0.83742, 3.60219], [2.48096, -1.02057, 4.91843], [1.30657, -0.45383, 5.40073], [0.46592, 0.21549, 4.53244], [0.83053, 0.39236, 3.19798], [-0.38116, 1.04234, 2.00376], [-1.87141, 0.10775, 2.46267], [-1.71447, -1.24274, 2.78034], [-2.81726, -2.01739, 3.09281], [-4.08698, -1.46088, 3.09028], [-4.24998, -0.11909, 2.78272], [-3.15187, 0.66176, 2.46145], [-0.61732, 2.78403, 2.43430], [-1.66670, 3.52549, 1.88901], [-1.76033, 4.88419, 2.13164], [-0.80729, 5.52445, 2.91146], [0.22739, 4.79023, 3.46929], [0.33173, 3.42985, 3.22607], [4.34367, 1.18071, 3.12678], [6.51972, 2.01827, 2.39306], [7.08208, 2.10296, -0.01751], [5.40828, 1.42729, -1.68254], [4.63856, 0.15175, -3.56831], [5.25925, 1.58996, -5.46182], [3.99079, 3.66236, -5.91871], [2.09192, 4.28848, -4.45830], [1.50379, 2.87545, -2.53809], [1.66172, -0.99881, -3.68777], [2.58784, -2.85345, -5.03017], [4.57382, -4.09076, -4.21646], [5.53989, -3.55887, -2.00998], [4.65202, -1.66493, -0.69232], [3.77561, -1.28336, 3.22828], [3.11370, -1.59829, 5.57872], [1.03636, -0.56147, 6.44218], [-0.48253, 0.60480, 4.88098], [-0.73191, -1.68781, 2.79276], [-2.67858, -3.06384, 3.33006], [-4.94825, -2.07111, 3.32913], [-5.23721, 0.32426, 2.80030], [-3.30186, 1.70725, 2.23631], [-2.40578, 3.05122, 1.26147], [-2.57715, 5.44853, 1.70041], [-0.86609, 6.59234, 3.07406], [0.96426, 5.28183, 4.09101], [1.14388, 2.86544, 3.66630], [-3.02380, -4.67664, -1.03069], [-4.42306, -4.05849, -1.03082], [-5.17956, -4.56863, -2.26756], [-5.14781, -4.49602, 0.25180], [-4.37944, -2.53503, -1.07095], [-5.58797, -1.81236, -1.08781], [-5.62553, -0.43527, -1.13369], [-4.41482, 0.24424, -1.16978], [-4.12838, 1.95096, -1.27644], [-2.41308, 1.63536, -1.26816], [-2.09213, 0.38411, -1.17244], [-3.19505, -0.44577, -1.13397], [-3.18669, -1.83842, -1.09130], [-1.42629, 2.70294, -1.24153], [-1.73664, 4.01755, -1.59380], [-0.79941, 5.01887, -1.42112], [0.43804, 4.72497, -0.86265], [0.75889, 3.41555, -0.53117], [-0.15242, 2.40013, -0.75970], [-3.11274, -5.76366, -1.02767], [-2.45715, -4.37560, -0.14693], [-2.46327, -4.38972, -1.92279], [-5.18602, -5.65957, -2.28164], [-4.69229, -4.21663, -3.17863], [-6.21371, -4.22406, -2.28266], [-5.17258, -5.58478, 0.32011], [-6.17462, -4.13106, 0.27935], [-4.62144, -4.10603, 1.12561], [-6.52907, -2.34506, -1.06057], [-6.56610, 0.09904, -1.14308], [-2.23405, -2.34277, -1.05381], [-2.72138, 4.23915, -1.98680], [-1.03879, 6.03525, -1.70425], [1.16127, 5.51256, -0.69740], [1.72486, 3.18455, -0.09672], [1.79935, -4.25978, 1.05152], [0.25790, -4.00994, 0.22047], [0.28569, -4.62936, -1.43481], [-0.11486, -2.50322, 0.22815], [-1.13501, -2.22663, 0.83552], [0.66886, -1.70202, -0.39331], [-0.49603, -4.56302, 0.76595]],
  "forces_ev_per_angstrom": [[0.715, 0.397, 0.136], [0.377, -0.228, 0.099], [0.141, 0.160, -0.120], [-0.210, -0.115, 0.099], [-0.060, -0.017, -0.039], [0.133, 0.043, 0.014], [-0.002, -0.061, 0.044], [-0.574, -0.022, 0.336], [-0.588, 0.087, -0.583], [-0.129, 0.118, 0.126], [0.002, 0.083, 0.082], [0.027, -0.055, -0.014], [-0.004, 0.057, -0.013], [0.006, 0.040, 0.005], [0.008, -0.107, -0.054], [-0.189, -0.219, 0.169], [-0.041, -0.103, 0.199], [-0.147, -0.025, -0.020], [0.009, -0.082, 0.003], [0.075, -0.084, 0.072], [-0.064, 0.093, -0.037], [-0.174, 0.196, 0.384], [0.132, -0.045, -0.267], [-0.022, 0.070, 0.033], [-0.021, -0.036, 0.050], [0.075, 0.010, 0.004], [0.129, 0.045, -0.489], [-0.387, -0.589, -0.263], [-0.112, 0.091, 0.266], [-0.139, 0.544, 0.803], [-0.095, 0.022, 0.157], [0.091, -0.061, -0.029], [-0.142, 0.056, -0.070], [0.078, 0.017, -0.023], [0.125, 0.017, -0.070], [0.090, 0.033, 0.016], [-0.057, 0.056, -0.031], [0.022, -0.051, -0.009], [0.080, 0.134, 0.005], [-0.069, -0.110, 0.008], [-0.010, -0.043, 0.062], [0.010, 0.020, -0.012], [-0.021, 0.017, -0.033], [-0.034, 0.041, -0.021], [0.056, 0.031, -0.062], [-0.011, -0.009, -0.006], [-0.011, -0.007, -0.010], [0.002, -0.003, -0.013], [0.027, -0.003, -0.173], [0.050, 0.006, -0.088], [0.026, -0.011, 0.004], [-0.025, -0.024, 0.020], [0.007, 0.013, -0.017], [0.048, -0.009, -0.013], [0.046, 0.061, -0.008], [-0.001, -0.016, -0.009], [-0.021, -0.038, -0.012], [-0.028, -0.048, -0.015], [-0.104, 0.127, 0.353], [-0.004, -0.012, 0.010], [-0.005, 0.002, 0.023], [0.010, 0.015, -0.032], [-0.069, -0.084, 0.062], [0.025, 0.058, -0.102], [0.003, -0.005, -0.008], [-0.036, -0.009, 0.056], [0.012, -0.015, -0.007], [0.020, 0.041, -0.025], [-0.208, 0.103, -0.095], [-0.076, -0.089, 0.042], [0.073, 0.033, 0.051], [0.074, 0.029, -0.062], [0.082, 0.062, -0.009], [-0.055, 0.130, 0.073], [-0.044, -0.102, -0.011], [0.261, 0.047, 0.001], [0.288, -0.098, -0.013], [-0.717, 0.064, -0.054], [0.716, 0.044, 0.023], [-0.564, 0.001, 0.001], [0.092, -0.058, -0.107], [0.140, -0.024, -0.004], [0.063, -0.104, 0.093], [-0.057, 0.098, -0.020], [-0.024, -0.052, 0.028], [0.059, -0.038, 0.302], [0.233, -0.563, 0.153], [0.032, -0.016, 0.011], [-0.069, 0.024, -0.037], [-0.042, -0.041, 0.073], [-0.020, -0.009, 0.011], [-0.014, -0.029, -0.023], [-0.012, -0.006, -0.001], [-0.013, -0.012, -0.011], [-0.020, -0.011, 0.021], [-0.022, -0.017, 0.035], [0.001, -0.033, -0.007], [-0.009, -0.027, -0.029], [-0.212, 0.020, -0.158], [0.014, 0.060, -0.032], [-0.002, -0.002, 0.017], [0.011, -0.005, 0.010], [0.029, 0.059, -0.030], [0.155, 0.019, 0.028], [0.157, 0.514, -0.208], [0.269, -0.005, -0.077], [0.184, -0.508, 0.053], [0.308, -0.284, -1.113], [-0.101, 0.321, 0.159], [-0.005, 0.051, 0.011]],
  "gap_ev": 6.53,
  "charge": 1,
  "multiplicity": 1
}

=====

Number 1: maximum force 1.4 eV/A. Number 2: maximum force 1.2 eV/A.